Entry from the OMol25 dataset: a cluster of 9 separate species, C58H123N14O2 in total at a distorted geometry (the ωB97M-V functional and the def2-TZVPD basis).

Properties
Relative energy (zero: lowest compared OMol25 entry of this formula, charge and spin)   0.000 eV
LUMO level   -0.643 hartree
Net charge   +9
Gap between HOMO and LUMO   7.538 eV

Each line ends with the Mulliken charge.
CARTESIAN COORDINATES (ANGSTROEM)
C 29.56 -10.43 -31.80  -0.849
C 28.05 -10.42 -32.12  -0.444
N 27.28 -11.10 -31.01  0.124
C 27.02 -12.41 -30.77  -0.289
C 26.46 -12.42 -29.56  -0.608
N 26.36 -11.18 -28.95  0.367
C 27.01 -10.38 -29.84  -0.327
C 25.70 -10.75 -27.71  -0.874
H 29.96 -11.34 -31.35  0.164
H 29.81 -9.76 -30.98  0.315
H 30.08 -10.21 -32.74  0.398
H 27.84 -11.11 -32.94  0.351
H 27.70 -9.40 -32.27  0.304
H 27.45 -13.11 -31.46  0.473
H 26.15 -13.23 -28.91  0.474
H 26.97 -9.30 -29.85  0.403
H 24.84 -11.37 -27.44  0.414
H 25.38 -9.72 -27.84  0.400
H 26.26 -10.63 -26.78  0.195
C 28.31 -15.50 -29.22  -1.022
C 29.20 -15.06 -27.99  -0.489
N 29.24 -13.59 -27.80  0.345
C 29.86 -12.66 -28.61  -0.452
C 30.08 -11.53 -27.87  -0.734
N 29.58 -11.79 -26.56  0.181
C 28.97 -13.04 -26.58  -0.215
C 29.74 -10.97 -25.33  -1.010
H 28.39 -16.59 -29.20  0.421
H 28.88 -15.24 -30.10  0.333
H 27.26 -15.28 -29.39  0.229
H 30.20 -15.49 -28.07  0.392
H 28.81 -15.40 -27.03  0.258
H 30.30 -13.06 -29.51  0.619
H 30.60 -10.60 -28.06  0.602
H 28.57 -13.58 -25.74  0.443
H 29.22 -10.03 -25.51  0.395
H 30.80 -10.74 -25.36  0.431
H 29.46 -11.53 -24.43  0.241
C 19.72 -7.66 -18.25  -0.818
C 20.91 -6.67 -18.57  -0.453
N 21.01 -6.51 -20.09  0.283
C 22.10 -6.84 -20.95  -0.467
C 21.51 -6.68 -22.21  -0.632
N 20.31 -5.98 -22.13  0.233
C 20.05 -5.78 -20.82  -0.262
C 19.53 -5.25 -23.15  -0.782
H 18.79 -7.12 -18.45  0.509
H 19.49 -7.71 -17.19  0.438
H 19.72 -8.60 -18.79  0.055
H 21.93 -7.01 -18.38  0.126
H 20.79 -5.66 -18.19  0.315
H 23.04 -7.26 -20.62  0.646
H 21.97 -6.93 -23.15  0.469
H 19.19 -5.34 -20.32  0.425
H 18.58 -5.71 -23.41  0.202
H 20.24 -5.14 -23.97  0.380
H 19.38 -4.24 -22.78  0.410
C 28.67 -20.59 -19.76  -1.266
C 28.80 -19.45 -20.80  -0.235
N 27.69 -18.53 -20.63  0.201
C 26.35 -18.86 -20.52  -0.439
C 25.63 -17.70 -20.40  -0.421
N 26.52 -16.62 -20.50  0.215
C 27.75 -17.18 -20.58  -0.190
C 26.26 -15.17 -20.46  -0.477
H 27.86 -21.24 -20.10  0.362
H 28.53 -20.26 -18.73  0.342
H 29.44 -21.35 -19.79  0.399
H 28.95 -19.92 -21.77  0.286
H 29.75 -18.93 -20.67  0.334
H 25.86 -19.82 -20.44  0.378
H 24.64 -17.45 -20.04  0.476
H 28.58 -16.49 -20.66  0.409
H 26.23 -14.86 -19.41  0.413
H 25.27 -14.98 -20.86  0.119
H 26.97 -14.55 -21.00  0.104
C 21.62 -11.12 -20.45  -1.018
C 22.67 -12.27 -20.08  -0.638
N 23.24 -12.73 -21.27  0.561
C 22.90 -13.78 -22.09  -0.597
C 23.72 -13.75 -23.27  -0.691
N 24.69 -12.77 -23.05  0.430
C 24.24 -12.05 -21.92  -0.623
C 25.69 -12.32 -24.08  -1.134
H 20.81 -11.49 -21.08  0.422
H 21.99 -10.36 -21.13  0.539
H 21.25 -10.59 -19.57  0.140
H 22.20 -13.07 -19.51  0.268
H 23.48 -11.82 -19.50  0.248
H 22.05 -14.39 -21.82  0.684
H 23.70 -14.17 -24.27  0.558
H 24.61 -11.04 -21.80  0.543
H 26.27 -11.41 -23.92  0.220
H 25.25 -12.34 -25.08  0.488
H 26.36 -13.16 -24.24  0.553
C 18.53 -13.81 -19.29  -1.131
C 19.41 -13.71 -18.08  0.494
C 19.44 -14.96 -17.06  -0.316
C 20.09 -16.30 -17.72  -0.892
N 20.28 -17.45 -16.65  0.257
C 19.12 -17.68 -15.64  -0.531
C 19.11 -19.14 -15.21  -0.663
C 19.92 -19.88 -16.26  -0.722
C 20.19 -18.80 -17.33  -0.706
C 21.59 -17.21 -15.91  -0.925
H 18.45 -12.84 -19.77  0.085
H 17.57 -14.22 -18.98  0.431
H 18.94 -14.58 -19.95  0.353
H 19.03 -12.93 -17.42  0.110
H 20.42 -13.43 -18.38  -0.334
H 18.39 -15.16 -16.87  0.420
H 20.05 -14.64 -16.21  0.126
H 21.03 -16.12 -18.25  0.366
H 19.58 -16.78 -18.55  0.382
H 19.36 -17.06 -14.77  0.359
H 18.16 -17.55 -16.13  0.422
H 19.62 -19.39 -14.28  0.290
H 18.06 -19.41 -15.09  0.408
H 20.93 -20.17 -15.98  0.363
H 19.32 -20.74 -16.51  0.364
H 21.18 -18.83 -17.77  0.446
H 19.47 -18.73 -18.15  0.461
H 21.58 -18.01 -15.16  0.480
H 21.41 -16.28 -15.37  0.324
H 22.38 -17.19 -16.66  0.244
C 27.95 -11.66 -19.87  -1.139
C 28.11 -11.56 -21.45  0.176
C 27.73 -10.10 -21.90  0.224
C 28.78 -9.02 -21.33  -0.793
N 28.54 -7.63 -21.90  0.215
C 27.07 -6.99 -21.95  -0.216
C 27.10 -6.17 -23.18  -0.817
C 28.10 -6.68 -24.18  -0.669
C 29.14 -7.56 -23.41  0.253
C 29.37 -6.71 -20.99  -1.106
H 27.00 -12.17 -19.68  0.128
H 27.85 -10.68 -19.41  0.314
H 28.74 -12.24 -19.39  0.325
H 27.49 -12.33 -21.91  -0.165
H 29.06 -11.86 -21.89  0.529
H 26.67 -9.91 -21.70  -0.140
H 27.75 -10.14 -22.99  -0.165
H 29.80 -9.22 -21.65  0.280
H 28.77 -8.91 -20.24  0.612
H 26.89 -6.40 -21.05  0.414
H 26.36 -7.80 -22.08  -0.051
H 27.27 -5.17 -22.77  0.350
H 26.12 -6.06 -23.64  0.463
H 28.56 -5.85 -24.70  0.439
H 27.55 -7.38 -24.81  0.262
H 30.19 -7.28 -23.40  0.565
H 29.06 -8.49 -23.98  -0.558
H 29.46 -5.74 -21.49  0.475
H 30.40 -7.03 -20.93  0.406
H 28.97 -6.60 -19.99  0.429
C 16.13 -7.79 -23.80  -0.507
N 16.12 -9.33 -24.00  -0.100
C 14.73 -9.68 -24.65  -0.879
C 17.23 -9.72 -24.94  -0.862
C 16.28 -10.06 -22.68  -0.632
C 17.57 -9.73 -21.87  0.360
O 17.24 -8.67 -21.01  -0.544
H 17.02 -7.58 -23.21  0.001
H 15.24 -7.61 -23.20  0.357
H 16.19 -7.20 -24.72  0.411
H 14.60 -9.44 -25.70  0.382
H 13.91 -9.33 -24.02  0.418
H 14.59 -10.76 -24.52  0.428
H 17.32 -10.78 -25.19  0.358
H 18.13 -9.50 -24.37  0.351
H 17.16 -9.09 -25.83  0.379
H 16.49 -11.08 -23.02  0.448
H 15.35 -10.11 -22.11  0.423
H 18.46 -9.36 -22.38  0.045
H 17.99 -10.58 -21.33  -0.170
H 17.11 -8.94 -20.10  0.311
C 19.83 -10.11 -15.67  -0.353
N 20.91 -10.31 -14.58  -0.144
C 21.00 -8.97 -13.82  -0.746
C 20.35 -11.36 -13.66  -0.743
C 22.24 -10.77 -15.18  -0.526
C 22.71 -9.94 -16.36  -0.218
O 22.97 -8.55 -16.25  -0.498
H 18.91 -9.83 -15.15  0.600
H 19.63 -11.12 -16.04  0.125
H 20.23 -9.51 -16.49  -0.204
H 21.48 -8.24 -14.46  0.298
H 21.46 -9.27 -12.87  0.407
H 20.03 -8.54 -13.58  0.370
H 20.03 -12.22 -14.24  0.260
H 19.42 -10.95 -13.27  0.423
H 21.01 -11.53 -12.81  0.402
H 22.02 -11.80 -15.49  0.271
H 22.92 -10.86 -14.34  0.455
H 22.20 -10.15 -17.29  -0.038
H 23.64 -10.41 -16.69  0.579
H 23.55 -8.38 -16.99  0.302